#1
{
  "formula": "C3H7NO",
  "method": "the ωB97M-V functional and the def2-TZVPD basis",
  "e_lumo_ev": 0.5,
  "charge": 0,
  "symbols": ["O", "C", "C", "C", "N", "H", "H", "H", "H", "H", "H", "H"],
  "xyz": [[1.514, 0.275, 0.910], [1.078, -0.686, -0.022], [-0.384, -0.484, -0.397], [-1.586, 1.063, 0.665], [-0.771, 0.946, -0.412], [1.228, 1.134, 0.565], [1.203, -1.666, 0.450], [1.681, -0.659, -0.940], [-0.655, -0.910, -1.361], [-0.932, 0.635, 1.464], [-1.080, -0.955, 0.306], [-1.203, 1.232, -1.287]]
}

#2
{
  "formula": "C3H7NO",
  "method": "the ωB97M-V functional and the def2-TZVPD basis",
  "e_lumo_ev": 1.0,
  "charge": 0,
  "symbols": ["C", "N", "C", "C", "O", "H", "H", "H", "H", "H", "H", "H"],
  "xyz": [[-0.852, 0.682, 0.485], [-0.093, -0.441, 0.453], [0.524, -0.945, -0.759], [1.648, -0.048, -1.286], [-1.537, 1.002, 1.433], [-0.771, 1.311, -0.418], [-0.260, -1.010, 1.269], [-0.234, -1.082, -1.525], [0.928, -1.936, -0.548], [2.648, -0.408, -1.038], [1.580, 0.958, -0.846], [1.570, 0.105, -2.356]]
}

#3
{
  "formula": "C3H7NO",
  "method": "the ωB97M-V functional and the def2-TZVPD basis",
  "e_lumo_ev": 1.1,
  "charge": 0,
  "symbols": ["C", "C", "N", "C", "O", "H", "H", "H", "H", "H", "H", "H"],
  "xyz": [[0.203, 1.677, 0.732], [-0.455, 1.392, -0.390], [-0.893, -1.124, -0.508], [-0.158, -1.681, 0.362], [0.107, -1.126, 1.549], [-0.329, 1.973, 1.633], [1.288, 1.637, 0.780], [-0.088, -0.169, 1.452], [0.061, 1.121, -1.306], [-1.538, 1.399, -0.447], [-0.899, -1.640, -1.381], [0.339, -2.646, 0.256]]
}

Name the least stable of them. #1.

#1
{
  "formula": "C3H7NO",
  "method": "the ωB97M-V functional and the def2-TZVPD basis",
  "e_lumo_ev": 0.9,
  "charge": 0,
  "symbols": ["C", "N", "C", "O", "C", "H", "H", "H", "H", "H", "H", "H"],
  "xyz": [[1.759, 0.169, 0.271], [0.520, -0.592, 0.314], [-0.631, 0.152, 0.527], [-0.698, 1.024, 1.369], [-1.717, -0.119, -0.491], [1.760, 0.844, -0.597], [2.614, -0.503, 0.194], [1.838, 0.773, 1.173], [0.438, -1.251, -0.448], [-1.348, 0.302, -1.436], [-2.644, 0.387, -0.225], [-1.891, -1.187, -0.651]]
}

#2
{
  "formula": "C3H7NO",
  "method": "the ωB97M-V functional and the def2-TZVPD basis",
  "e_lumo_ev": 0.5,
  "charge": 0,
  "symbols": ["O", "C", "H", "H", "C", "C", "N", "H", "H", "H", "H", "H"],
  "xyz": [[-1.342, -1.965, -0.854], [-0.626, -1.347, -1.594], [-0.613, -0.304, -1.975], [0.240, -1.933, -1.962], [0.750, 1.856, 0.547], [0.559, 0.564, 0.872], [-0.588, -0.175, 1.080], [0.200, 2.712, 0.900], [1.768, 1.961, 0.177], [1.419, -0.035, 1.188], [-0.414, -1.159, 1.199], [-1.352, -0.174, 0.424]]
}

#3
{
  "formula": "C3H7NO",
  "method": "the ωB97M-V functional and the def2-TZVPD basis",
  "e_lumo_ev": 1.0,
  "charge": 0,
  "symbols": ["C", "C", "C", "H", "H", "H", "H", "H", "H", "H", "N", "O"],
  "xyz": [[1.009, -1.152, 0.744], [-0.825, 0.248, -0.403], [-0.684, 1.764, -0.435], [1.970, -1.609, 0.571], [0.185, -1.854, 0.910], [1.146, -0.579, 1.689], [0.615, -0.767, -1.298], [-1.305, -0.099, 0.549], [-1.383, -0.148, -1.288], [0.377, 2.083, -0.130], [0.562, -0.318, -0.422], [-1.668, 2.429, -0.487]]
}

#4
{
  "formula": "C3H7NO",
  "method": "the ωB97M-V functional and the def2-TZVPD basis",
  "e_lumo_ev": 0.7,
  "charge": 0,
  "symbols": ["C", "N", "H", "H", "H", "C", "C", "O", "H", "H", "H", "H"],
  "xyz": [[-3.375, 0.261, -0.020], [-3.298, 1.146, -0.909], [-3.948, 0.432, 0.893], [-2.860, -0.705, 0.022], [-2.996, 0.744, -1.796], [2.066, -0.147, 1.262], [2.520, -0.087, 0.023], [2.610, -1.214, -0.765], [1.700, 0.751, 1.725], [2.008, -1.124, 1.717], [2.714, 0.840, -0.507], [2.859, -0.897, -1.645]]
}

Name the least stable of them. #2.

#1
{
  "formula": "C3H7NO",
  "method": "the ωB97M-V functional and the def2-TZVPD basis",
  "e_lumo_ev": 0.7,
  "charge": 0,
  "symbols": ["C", "C", "C", "O", "N", "H", "H", "H", "H", "H", "H", "H"],
  "xyz": [[0.289, -0.263, -0.791], [1.531, -0.419, 0.086], [1.093, 0.891, -0.371], [-2.542, -0.774, 0.958], [1.334, 2.110, -0.352], [-3.358, -0.280, 1.063], [0.678, 2.690, -0.877], [0.347, -0.589, -1.820], [-0.678, -0.417, -0.337], [1.393, -0.676, 1.126], [2.423, -0.847, -0.349], [-2.509, -1.425, 1.662]]
}

#2
{
  "formula": "C3H7NO",
  "method": "the ωB97M-V functional and the def2-TZVPD basis",
  "e_lumo_ev": 0.8,
  "charge": 0,
  "symbols": ["O", "C", "H", "H", "C", "C", "N", "H", "H", "H", "H", "H"],
  "xyz": [[-5.785, 2.461, 1.222], [-4.770, 3.042, 0.968], [-4.680, 4.133, 1.110], [-3.933, 2.534, 0.455], [3.174, -2.211, -0.432], [1.333, -0.776, -0.477], [1.863, -1.810, -0.984], [3.188, -2.717, 0.528], [3.737, -1.270, -0.321], [3.598, -2.816, -1.225], [2.003, 0.047, -0.190], [0.272, -0.616, -0.656]]
}

Name the least stable of them. #2.

#1
{
  "formula": "C3H7NO",
  "method": "the ωB97M-V functional and the def2-TZVPD basis",
  "e_lumo_ev": 0.9,
  "charge": 0,
  "symbols": ["C", "C", "C", "N", "O", "H", "H", "H", "H", "H", "H", "H"],
  "xyz": [[-1.052, -1.097, -1.108], [0.090, -1.014, -0.144], [0.438, 0.422, 0.241], [-0.479, 0.986, 1.101], [1.424, 0.937, -0.147], [-1.881, -0.653, -0.501], [-0.911, -0.662, -2.095], [-1.441, -2.254, -1.160], [1.119, -1.500, -0.482], [-0.254, -1.630, 0.743], [-1.195, 0.528, 1.643], [-0.328, 1.901, 1.381]]
}

#2
{
  "formula": "C3H7NO",
  "method": "the ωB97M-V functional and the def2-TZVPD basis",
  "e_lumo_ev": 0.9,
  "charge": 0,
  "symbols": ["C", "N", "C", "O", "C", "H", "H", "H", "H", "H", "H", "H"],
  "xyz": [[1.491, -0.221, 1.344], [0.407, 0.308, 0.525], [-0.122, -0.388, -0.440], [-0.144, -1.399, -1.054], [-1.392, 0.941, -1.061], [2.174, -0.842, 0.755], [1.105, -0.815, 2.180], [2.049, 0.625, 1.750], [-0.519, 1.080, -0.051], [-2.351, 0.480, -0.821], [-1.141, 0.805, -2.113], [-1.498, 2.033, -0.917]]
}

#3
{
  "formula": "C3H7NO",
  "method": "the ωB97M-V functional and the def2-TZVPD basis",
  "e_lumo_ev": 1.1,
  "charge": 0,
  "symbols": ["C", "C", "C", "O", "N", "H", "H", "H", "H", "H", "H", "H"],
  "xyz": [[-1.492, 0.934, 0.213], [-0.038, -1.157, 0.282], [0.664, -0.082, -0.117], [0.096, 1.132, 0.085], [1.882, -0.162, -0.769], [-2.045, 0.219, 0.882], [-1.691, 1.929, 0.565], [-1.855, 0.722, -0.798], [0.182, -2.138, -0.081], [-0.552, -1.089, 1.230], [2.435, -0.979, -0.541], [2.416, 0.671, -0.950]]
}

#4
{
  "formula": "C3H7NO",
  "method": "the ωB97M-V functional and the def2-TZVPD basis",
  "e_lumo_ev": [0.3, -0.5],
  "charge": 0,
  "symbols": ["C", "C", "C", "N", "O", "H", "H", "H", "H", "H", "H", "H"],
  "xyz": [[0.115, 0.412, 0.527], [1.489, 0.946, 0.448], [-1.173, -1.277, -0.541], [-0.317, -0.897, 0.516], [-0.607, 0.129, 1.583], [-0.962, 1.641, -1.492], [1.911, 0.795, -0.466], [2.202, 0.459, 1.281], [1.561, 2.113, 0.450], [-1.549, -0.477, -1.181], [-0.722, -2.012, -1.086], [-1.947, -1.833, -0.039]]
}

Name the least stable of them. #4.

#1
{
  "formula": "C5H8N2O2",
  "method": "the ωB97M-V functional and the def2-TZVPD basis",
  "e_lumo_ev": 0.8,
  "charge": 0,
  "symbols": ["C", "C", "C", "C", "C", "H", "H", "H", "H", "H", "H", "H", "H", "N", "N", "O", "O"],
  "xyz": [[-0.222, 1.958, 0.083], [-0.177, 0.538, -0.163], [3.149, -0.443, -0.147], [-1.399, -0.221, -0.336], [-1.910, -1.251, 0.582], [0.155, 2.700, -0.670], [0.187, 1.983, 1.112], [-1.302, 2.244, 0.193], [4.053, -0.056, -0.537], [-2.167, 0.500, -0.709], [-1.265, -1.591, 1.366], [-2.955, -1.274, 0.787], [-0.617, -2.131, -0.561], [0.833, -0.266, -0.301], [-1.485, -1.614, -0.752], [2.065, 0.508, -0.146], [3.058, -1.583, 0.200]]
}

#2
{
  "formula": "C5H8N2O2",
  "method": "the ωB97M-V functional and the def2-TZVPD basis",
  "e_lumo_ev": 0.4,
  "charge": 0,
  "symbols": ["C", "C", "C", "C", "C", "N", "N", "O", "O", "H", "H", "H", "H", "H", "H", "H", "H"],
  "xyz": [[-1.262, 1.386, 0.014], [-0.860, 0.086, -0.106], [1.331, -0.214, 1.314], [1.385, -0.178, -1.253], [0.484, -0.514, -0.031], [-2.548, 1.488, 0.036], [-1.918, -0.708, -0.069], [-2.143, -1.862, 0.084], [-3.041, 0.185, 0.003], [-0.829, 2.355, 0.056], [1.562, 0.888, 1.302], [2.260, -0.792, 1.454], [0.739, -0.357, 2.108], [2.005, 0.756, -1.146], [0.736, -0.060, -2.046], [1.920, -0.950, -1.590], [0.180, -1.508, -0.129]]
}

#3
{
  "formula": "C5H8N2O2",
  "method": "the ωB97M-V functional and the def2-TZVPD basis",
  "e_lumo_ev": 0.7,
  "charge": 0,
  "symbols": ["C", "C", "C", "C", "C", "H", "H", "H", "H", "H", "H", "H", "H", "N", "N", "O", "O"],
  "xyz": [[-0.148, -2.066, 0.535], [0.066, -0.733, -0.117], [0.365, -0.541, -1.461], [0.120, 1.366, -0.706], [-0.506, 1.098, 1.661], [-0.368, -3.129, -0.189], [0.726, -2.296, 1.257], [-1.120, -2.010, 1.295], [1.332, -1.135, -3.015], [-0.138, 3.289, -1.153], [-1.552, 1.027, 2.010], [-0.149, 2.178, 1.733], [0.252, 0.388, 2.251], [0.455, 0.774, -1.825], [-0.179, 0.539, 0.313], [0.910, -1.454, -2.224], [-0.065, 2.705, -0.365]]
}

Name the least stable of them. #2.